1.
{"formula": "H18O9", "method": "wB97M-V/def2-TZVPD", "species": ["O", "H", "H", "O", "H", "H", "O", "H", "H", "O", "H", "H", "O", "H", "H", "O", "H", "H", "O", "H", "H", "O", "H", "H", "O", "H", "H"], "xyz": [[-1.747, -3.595, 3.295], [-1.166, -3.476, 2.544], [-1.444, -2.953, 3.937], [-4.266, 2.867, 1.706], [-4.244, 3.817, 1.818], [-4.630, 2.737, 0.830], [3.413, 3.143, -0.797], [2.954, 2.308, -0.707], [4.257, 3.001, -0.368], [1.383, -4.433, -1.785], [1.631, -4.781, -2.641], [0.985, -3.584, -1.976], [-0.451, -0.115, 0.702], [-0.908, -0.412, -0.085], [-1.042, 0.526, 1.095], [1.735, 1.347, 4.839], [0.874, 0.930, 4.850], [2.340, 0.642, 4.609], [-1.820, 2.634, -2.808], [-2.261, 3.435, -3.088], [-1.511, 2.233, -3.620], [-0.811, -1.541, -2.894], [-1.733, -1.476, -3.145], [-0.352, -0.981, -3.520], [3.007, -0.510, -1.224], [3.583, -1.198, -0.890], [2.224, -0.566, -0.676]], "forces_ev_per_a": [[-0.182, -0.160, 0.057], [0.140, 0.024, -0.244], [0.039, 0.150, 0.166], [0.080, -0.186, 0.141], [0.037, 0.242, 0.079], [-0.089, -0.077, -0.225], [-0.068, 0.301, -0.080], [-0.109, -0.316, -0.045], [0.194, -0.032, 0.083], [0.097, -0.125, 0.244], [0.065, -0.111, -0.188], [-0.215, 0.307, -0.066], [0.311, -0.177, 0.103], [-0.106, -0.112, -0.320], [-0.125, 0.244, 0.123], [0.052, 0.208, 0.065], [-0.240, -0.057, 0.001], [0.188, -0.147, -0.069], [-0.041, -0.165, 0.220], [-0.095, 0.238, -0.035], [0.124, -0.074, -0.185], [0.129, -0.129, 0.258], [-0.281, -0.058, -0.027], [0.225, 0.160, -0.121], [0.045, 0.249, -0.196], [0.171, -0.193, 0.051], [-0.347, -0.002, 0.209]], "mulliken_charge": [-0.633, 0.323, 0.311, -0.632, 0.317, 0.316, -0.633, 0.321, 0.311, -0.639, 0.310, 0.321, -0.627, 0.318, 0.315, -0.629, 0.312, 0.316, -0.618, 0.315, 0.305, -0.607, 0.304, 0.311, -0.647, 0.319, 0.319], "e_homo_ev": -11.09, "lumo_ev": 0.01, "fmax_ev_per_a": 0.40}



2.
{"formula": "H18O9", "method": "wB97M-V/def2-TZVPD", "species": ["O", "H", "H", "O", "H", "H", "O", "H", "H", "O", "H", "H", "O", "H", "H", "O", "H", "H", "O", "H", "H", "O", "H", "H", "O", "H", "H"], "xyz": [[-2.853, -1.790, 0.451], [-2.847, -1.815, 1.399], [-2.098, -1.205, 0.271], [0.397, 0.675, 2.353], [-0.074, 1.489, 2.495], [0.185, 0.154, 3.144], [1.613, -1.112, -1.543], [1.176, -1.667, -2.198], [2.524, -1.146, -1.745], [-2.187, -0.417, 3.193], [-2.283, 0.361, 2.692], [-1.478, -0.158, 3.809], [-1.135, 2.143, -0.015], [-1.262, 2.377, -0.909], [-0.812, 1.256, -0.065], [-0.426, -0.459, -0.053], [0.310, -0.940, -0.500], [-0.051, -0.018, 0.724], [2.609, 0.712, 0.686], [3.128, 1.366, 1.134], [1.796, 0.622, 1.207], [1.779, 2.085, -1.968], [1.877, 1.180, -1.645], [0.867, 2.244, -1.737], [0.066, -1.846, -3.661], [-0.249, -2.130, -4.534], [-0.567, -1.969, -2.996]], "forces_ev_per_a": [[0.075, 0.249, -0.616], [-0.163, -0.187, 0.843], [0.021, -0.219, -0.225], [0.002, -0.463, 0.804], [-0.222, 0.917, -0.228], [0.463, -0.105, -0.591], [-1.273, -0.164, 0.352], [0.279, 0.085, -0.563], [1.596, -0.064, -0.097], [0.876, -1.111, 1.560], [-0.591, 1.518, -1.376], [-0.807, -0.525, 0.000], [-0.067, 0.981, 1.677], [-0.452, 0.608, -1.493], [0.178, -1.187, -0.412], [0.032, -0.255, -0.154], [-0.155, 0.703, 0.495], [0.125, -0.695, 0.163], [-0.435, -0.755, -0.402], [0.350, 0.559, 0.298], [0.547, 0.166, -0.003], [0.106, -0.297, -0.133], [0.307, -0.031, 0.066], [-0.379, 0.412, 0.089], [1.748, 0.265, -1.751], [-0.144, 0.028, 0.782], [-2.017, -0.432, 0.917]], "mulliken_charge": [-0.664, 0.301, 0.402, -0.701, 0.334, 0.227, -0.578, 0.304, 0.276, -0.567, 0.320, 0.240, -0.635, 0.290, 0.448, -0.712, 0.335, 0.401, -0.577, 0.276, 0.347, -0.633, 0.331, 0.286, -0.656, 0.303, 0.301], "e_homo_ev": -10.51, "lumo_ev": -0.21, "fmax_ev_per_a": 2.49}



3.
{"formula": "H18O9", "method": "wB97M-V/def2-TZVPD", "species": ["O", "H", "H", "O", "H", "H", "O", "H", "H", "O", "H", "H", "O", "H", "H", "O", "H", "H", "O", "H", "H", "O", "H", "H", "O", "H", "H"], "xyz": [[7.080, -12.700, 6.759], [6.952, -12.268, 5.915], [8.027, -12.680, 6.898], [5.736, -11.088, 2.756], [4.926, -10.584, 2.838], [5.561, -11.711, 2.051], [4.828, -13.988, 4.246], [5.693, -14.069, 3.845], [4.737, -13.053, 4.432], [5.532, -14.984, 6.968], [5.707, -14.046, 6.897], [6.353, -15.357, 7.291], [8.366, -14.558, 1.274], [7.766, -14.601, 2.018], [8.370, -15.446, 0.916], [4.872, -16.972, 4.430], [4.946, -16.080, 4.769], [4.152, -16.931, 3.801], [2.141, -13.792, 3.887], [3.060, -13.967, 3.684], [1.797, -14.634, 4.184], [7.783, -12.832, 3.547], [8.550, -12.268, 3.646], [7.143, -12.289, 3.087], [2.555, -10.875, 4.539], [2.521, -11.800, 4.296], [1.641, -10.592, 4.540]], "forces_ev_per_a": [[-0.115, 0.261, 0.228], [0.043, 0.072, -0.414], [0.215, -0.067, 0.085], [0.209, -0.191, 0.046], [-0.349, 0.266, 0.225], [-0.228, -0.076, -0.455], [-0.210, -0.079, -0.324], [0.452, -0.070, -0.022], [0.078, 0.412, 0.246], [-0.555, -0.623, -0.034], [0.305, 0.216, 0.031], [0.154, -0.030, 0.074], [0.043, 0.081, -0.260], [0.043, 0.137, 0.370], [0.043, -0.231, -0.163], [0.149, -0.378, -0.207], [0.001, 0.409, 0.511], [-0.145, -0.048, -0.141], [-0.529, 0.402, -0.214], [0.568, -0.308, -0.036], [-0.160, -0.095, 0.197], [-0.146, -0.495, 0.370], [0.292, 0.011, -0.106], [-0.120, 0.530, 0.042], [0.516, 0.425, -0.065], [-0.363, -0.584, 0.005], [-0.190, 0.052, 0.010]], "mulliken_charge": [-0.632, 0.319, 0.295, -0.704, 0.309, 0.317, -0.624, 0.355, 0.269, -0.602, 0.382, 0.262, -0.609, 0.304, 0.300, -0.645, 0.351, 0.300, -0.677, 0.391, 0.305, -0.588, 0.287, 0.318, -0.619, 0.331, 0.305], "e_homo_ev": -10.72, "lumo_ev": 0.02, "fmax_ev_per_a": 0.83}



4.
{"formula": "H18O9", "method": "wB97M-V/def2-TZVPD", "species": ["O", "H", "H", "O", "H", "H", "O", "H", "H", "O", "H", "H", "O", "H", "H", "O", "H", "H", "O", "H", "H", "O", "H", "H", "O", "H", "H"], "xyz": [[-1.579, -1.928, -3.309], [-1.354, -2.814, -3.601], [-2.338, -2.093, -2.719], [-2.199, -3.018, -0.808], [-1.400, -2.594, -0.486], [-2.508, -3.577, -0.099], [3.828, 0.823, 1.559], [3.051, 1.335, 1.245], [4.123, 1.215, 2.389], [2.852, 2.514, 0.040], [2.460, 2.066, -0.748], [3.807, 2.622, -0.137], [-3.963, -0.236, -0.702], [-3.222, 0.082, -0.205], [-3.880, -0.653, -1.547], [0.843, 0.394, -2.205], [0.525, 0.110, -3.078], [0.827, -0.367, -1.618], [-0.454, -1.136, 0.364], [-1.037, -1.303, 1.129], [-0.420, -0.164, 0.507], [-0.249, -1.304, 3.524], [0.517, -1.667, 4.050], [-0.440, -2.204, 3.149], [0.881, 4.212, 1.375], [1.419, 3.481, 1.684], [-0.010, 3.919, 1.172]], "forces_ev_per_a": [[-0.408, 0.169, 0.202], [0.104, -0.139, -0.117], [0.551, 0.033, -0.139], [-0.135, -0.135, -0.213], [0.138, 0.173, -0.168], [-0.230, -0.253, 0.190], [-0.058, -0.344, -0.470], [-0.410, -0.143, 0.068], [0.301, 0.285, 0.481], [0.086, -0.452, 0.040], [0.103, 0.159, 0.068], [-0.235, 0.356, -0.320], [-2.138, 0.430, 1.047], [0.915, -0.305, -0.758], [1.153, -0.065, -0.270], [0.342, 0.479, 0.134], [-0.007, -0.124, 0.537], [-0.297, -0.334, -0.394], [-0.426, 1.455, 1.165], [0.276, -0.547, -0.282], [0.309, -0.675, -0.731], [1.313, -2.607, 0.222], [-0.790, 1.318, -0.221], [-0.511, 1.243, 0.039], [0.605, 0.643, -0.194], [-0.217, -0.279, 0.093], [-0.335, -0.342, -0.010]], "mulliken_charge": [-0.611, 0.330, 0.255, -0.553, 0.361, 0.268, -0.356, 0.468, 0.402, -0.553, 0.408, 0.385, -0.595, 0.284, 0.307, -0.648, 0.313, 0.334, -0.582, 0.275, 0.261, -0.627, 0.319, 0.325, -0.468, 0.331, 0.367], "e_homo_ev": [-13.28, -13.28], "lumo_ev": [-4.11, -11.30], "fmax_ev_per_a": 2.93, "multiplicity": 2, "charge": 1}



5.
{"formula": "H18O9Pb", "method": "wB97M-V/def2-TZVPD", "species": ["Pb", "O", "H", "H", "O", "H", "H", "O", "H", "H", "O", "H", "H", "O", "H", "H", "O", "H", "H", "O", "H", "H", "O", "H", "H", "O", "H", "H"], "xyz": [[21.408, -1.872, -2.836], [21.095, -4.184, -2.045], [21.249, -4.230, -1.105], [21.036, -5.114, -2.379], [19.243, -1.869, -3.756], [18.494, -2.416, -3.553], [19.272, -2.003, -4.703], [21.376, -0.754, -5.183], [20.973, 0.133, -5.054], [21.131, -1.100, -6.023], [22.705, -1.993, -0.802], [22.087, -2.424, -0.191], [23.466, -2.597, -0.808], [21.251, -3.598, -4.945], [21.664, -3.442, -5.820], [20.739, -4.362, -5.094], [23.093, -0.037, -2.917], [24.020, -0.263, -2.630], [23.259, 0.660, -3.606], [20.350, 0.278, -2.300], [19.444, 0.214, -2.574], [20.312, 1.257, -2.221], [23.610, -2.884, -3.253], [23.964, -2.647, -4.147], [23.839, -3.789, -3.064], [19.799, -2.065, -0.800], [20.015, -1.189, -0.414], [18.969, -2.375, -0.410]], "forces_ev_per_a": [[0.680, -0.103, -0.588], [-0.113, -1.888, -0.771], [-0.171, -0.399, 0.551], [0.108, 1.020, 0.533], [-1.559, 0.086, -0.791], [-0.914, -0.439, 0.849], [0.415, 0.270, -0.653], [0.116, 1.267, 1.151], [0.311, -0.766, -0.568], [-0.410, 0.016, -1.276], [0.393, -0.799, 1.191], [0.123, 0.402, 0.305], [0.093, 0.403, -0.004], [1.198, 1.405, -0.960], [-0.129, -0.160, 0.667], [-1.100, -1.680, -0.185], [2.349, 1.147, -0.704], [-1.277, 0.285, -0.147], [-0.352, -0.821, 0.850], [-0.516, 2.526, 0.231], [-1.250, -1.094, -0.392], [1.152, -0.364, 0.384], [1.021, 0.783, -1.255], [-0.150, -0.559, 1.118], [0.290, -0.694, -0.224], [0.174, 0.564, 0.649], [-0.618, -0.571, -0.059], [0.137, 0.164, 0.100]], "mulliken_charge": [1.462, -0.529, 0.258, 0.269, -0.392, 0.250, 0.291, -0.554, 0.323, 0.260, -0.559, 0.311, 0.328, -0.476, 0.274, 0.261, -0.538, 0.310, 0.283, -0.530, 0.304, 0.286, -0.542, 0.296, 0.270, -0.532, 0.339, 0.275], "e_homo_ev": -16.24, "lumo_ev": -6.10, "fmax_ev_per_a": 2.71, "charge": 2}